No. 1
Computed, not measured: a 3-piece molecular cluster, C18H32ClN2O6 overall, with ωB97M-V with the def2-TZVPD basis set.

```
! RIJCOSX wB97M-V def2-TZVPD def2/J DEFGRID3
* xyz 1 1
N 4.4704 -0.8204 0.7838
C 4.0026 0.6177 0.5535
C 2.8469 0.9879 1.7043
C 2.4473 2.5757 1.5922
C 0.8083 2.8584 1.7681
C 0.0675 2.2330 0.4365
C -1.4562 1.6849 0.6931
C -2.6754 2.5432 -0.0612
C -4.2543 2.0809 0.0655
C -4.5749 0.7445 0.9600
C -3.3116 -0.0121 1.6830
N -1.8586 0.4801 1.5146
Cl -0.6555 -0.4611 2.3533
H 3.6639 -1.4832 0.8539
H 4.9682 -0.8632 1.7023
H 4.8677 1.4077 0.5785
H 3.4505 0.6093 -0.4915
H 3.2651 0.6714 2.7756
H 1.9511 0.2635 1.4868
H 2.7365 3.0089 0.5190
H 3.0848 3.1627 2.3860
H 0.3898 2.4699 2.7895
H 0.7104 4.0470 1.7174
H 0.0134 3.1283 -0.3514
H 0.7261 1.4003 -0.1096
H -2.4639 3.4998 -0.7193
H -5.1487 2.6254 -0.4693
H -5.6464 0.2705 1.1287
H -3.5341 -0.9798 2.3117
C -1.9096 -4.3475 2.7174
C -0.7431 -3.9074 3.5853
O 0.0108 -5.0347 4.0458
C 0.8212 -5.6150 3.1288
O 0.9644 -5.2618 1.9670
O 1.4301 -6.6774 3.7114
C 2.2351 -7.4432 2.8187
H -2.5303 -5.0767 3.2481
H -2.5281 -3.4905 2.4368
H -1.5644 -4.8343 1.7998
H -1.1286 -3.3989 4.4756
H -0.0939 -3.1952 3.0630
H 2.9693 -6.8140 2.3046
H 1.5970 -7.9615 2.0965
H 2.7747 -8.1925 3.4043
C -1.5814 0.6494 -5.0758
C -2.1797 1.8460 -4.3562
O -1.1593 2.7620 -3.9427
C -0.6254 3.5296 -4.9225
O -0.9382 3.5108 -6.1044
O 0.3401 4.3080 -4.3740
C 1.0578 5.0930 -5.3227
H -0.8165 0.1707 -4.4558
H -2.3556 -0.0844 -5.3161
H -1.0919 0.9470 -6.0084
H -2.6855 1.5034 -3.4470
H -2.9311 2.3556 -4.9703
H 0.3797 5.6966 -5.9353
H 1.6722 4.4425 -5.9526
H 1.7193 5.7692 -4.7744
*
```

Output
* LUMO: -5.21 eV
* HOMO energy: -11.263 eV
* Kohn-Sham gap: 6.1 eV
* ΔE to the lowest compared entry with this formula, charge and spin: 917.9 kJ/mol


No. 2
Computed, not measured: C18H32Ge2HgN2O2 as an isolated structure, with ωB97M-V with the def2-TZVPD basis set.

```
! RIJCOSX wB97M-V def2-TZVPD def2/J DEFGRID3
* xyz 1 2
Hg -0.1640 0.0480 -0.3641
C 3.5665 -2.9172 1.8766
C 2.7479 -1.6456 1.6228
Ge 1.7847 -1.7136 -0.0654
C 2.8530 -1.7728 -1.6959
C 3.5928 -3.0982 -1.9139
C 0.5858 -3.2432 -0.0464
C -0.7399 -3.3893 -0.1193
Ge -1.9607 -1.8521 -0.2096
C -2.8229 -1.4318 1.4865
C -3.9929 -2.3354 1.8926
C -2.9974 -1.5580 -1.8372
C -4.1519 -2.5093 -2.1676
C -1.3988 -4.7385 -0.0894
C -2.7789 -4.8478 0.0521
C -3.4215 -6.0783 0.0923
C -2.6808 -7.2422 -0.0145
C -1.3006 -7.1594 -0.1594
C -0.6711 -5.9285 -0.1956
H 4.0668 -2.8587 2.8443
H 4.3386 -3.0663 1.1234
H 2.9357 -3.8078 1.8910
H 3.3836 -0.7578 1.6296
H 1.9905 -1.5050 2.3956
H 3.5463 -0.9294 -1.6730
H 2.1550 -1.5866 -2.5140
H 4.3464 -3.2782 -1.1488
H 4.1044 -3.0940 -2.8772
H 2.9074 -3.9475 -1.9149
H 1.1697 -4.1613 0.0491
H -3.1514 -0.3926 1.4083
H -2.0279 -1.4552 2.2336
H -4.7762 -2.3635 1.1326
H -4.4495 -1.9631 2.8111
H -3.6689 -3.3585 2.0802
H -2.2674 -1.5438 -2.6482
H -3.3665 -0.5352 -1.7296
H -3.8033 -3.5248 -2.3469
H -4.6613 -2.1736 -3.0719
H -4.8969 -2.5428 -1.3704
H -3.3929 -3.9604 0.1473
H -4.4971 -6.1213 0.2069
H -3.1704 -8.2067 0.0119
H -0.7109 -8.0628 -0.2484
H 0.4028 -5.9064 -0.3214
C 0.0643 1.0184 4.8478
O 0.2144 2.0293 3.8281
C 0.1510 1.5960 2.5800
O -0.0119 0.4391 2.2432
N 0.2993 2.6572 1.7252
N 0.3126 2.4801 0.3391
H 0.1382 1.5531 5.7877
H 0.8572 0.2794 4.7637
H -0.9050 0.5343 4.7571
H 0.4638 3.5724 2.1111
H 1.2166 2.7532 -0.0314
H -0.4006 3.0670 -0.0793
*
```

Output
* LUMO (alpha / beta): -3.21 / -4.31 eV
* HOMO energy (alpha / beta): -9.736 / -11.038 eV
* Kohn-Sham gap (alpha / beta): 6.5 / 6.7 eV
* expectation value of S²: 0.758
* ΔE to the lowest compared entry with this formula, charge and spin: 6.1 kJ/mol


No. 3
Computed, not measured: C18H32HgN4P2 as an isolated structure, with ωB97M-V with the def2-TZVPD basis set.

```
! RIJCOSX wB97M-V def2-TZVPD def2/J DEFGRID3
* xyz 1 2
Hg 2.1823 0.8658 2.0946
C 0.1789 3.2529 0.1504
P -0.2898 1.7651 1.0888
C -0.6002 0.6028 -0.3217
N -1.2881 1.0843 -1.3250
C -1.4192 0.3315 -2.4452
C -2.1605 0.8306 -3.5435
C -2.2428 0.0910 -4.6843
C -1.5994 -1.1710 -4.7796
C -0.8829 -1.6713 -3.7346
C -0.7826 -0.9199 -2.5393
N -0.0558 -1.4051 -1.5014
C 0.0202 -0.6929 -0.4066
P 1.0426 -1.3546 0.9801
C -0.2412 -1.6589 2.2448
C 1.6769 -3.0393 0.5440
C 0.5607 -4.0352 0.2306
C 2.4665 -3.4999 1.7785
C 2.6446 -2.8968 -0.6369
C -1.9225 2.2347 1.8707
C -2.8646 2.9088 0.8720
C -1.5650 3.2017 3.0066
C -2.5887 0.9894 2.4562
H -0.6008 3.5108 -0.5638
H 1.1102 3.0599 -0.3820
H 0.3465 4.0791 0.8416
H -2.6383 1.7964 -3.4488
H -2.8008 0.4653 -5.5319
H -1.6848 -1.7391 -5.6962
H -0.3894 -2.6326 -3.7863
H 0.1875 -2.2271 3.0692
H -1.0908 -2.2017 1.8323
H -0.5834 -0.7067 2.6383
H -0.0754 -4.2131 1.0983
H 1.0152 -4.9917 -0.0406
H -0.0550 -3.7059 -0.6034
H 1.8244 -3.6647 2.6439
H 3.2422 -2.7828 2.0561
H 2.9551 -4.4486 1.5479
H 2.1232 -2.6159 -1.5497
H 3.1462 -3.8522 -0.8047
H 3.4167 -2.1510 -0.4261
H -2.5136 3.9016 0.5920
H -3.8413 3.0258 1.3480
H -2.9975 2.3211 -0.0345
H -1.1493 4.1365 2.6296
H -0.8471 2.7615 3.7021
H -2.4696 3.4444 3.5683
H -2.8029 0.2399 1.6909
H -3.5371 1.2771 2.9142
H -1.9798 0.5351 3.2380
N 3.4193 2.6107 -0.8002
N 3.5766 1.2892 -0.2707
H 3.9634 2.7306 -1.6496
H 3.7718 3.2655 -0.1129
H 4.5564 1.0268 -0.1959
H 3.1324 0.6423 -0.9124
*
```

Output
* LUMO (alpha / beta): -3.33 / -4.61 eV
* HOMO energy (alpha / beta): -10.345 / -11.432 eV
* Kohn-Sham gap (alpha / beta): 7.0 / 6.8 eV
* expectation value of S²: 0.755
* ΔE to the lowest compared entry with this formula, charge and spin: 24.9 kJ/mol


No. 4
Computed, not measured: C18H32N3O9PtSSi as an isolated structure, with ωB97M-V with the def2-TZVPD basis set.

```
! RIJCOSX wB97M-V def2-TZVPD def2/J DEFGRID3
* xyz 1 1
Pt 0.6029 0.2430 0.2578
C -0.4541 -2.9003 2.0034
C -0.8590 -2.5086 0.6346
N -0.5110 -1.4033 -0.0065
C -1.0955 -1.4016 -1.2496
C -1.8184 -2.5423 -1.3759
N -1.6617 -3.2059 -0.1889
C -2.6575 -3.1446 -2.4558
O -2.7246 -2.4933 -3.5958
O -3.2017 -4.1918 -2.2339
C -0.8063 -0.2741 -2.1377
O -1.2495 -0.1858 -3.2574
O 0.0016 0.6262 -1.6053
H 0.3351 -2.2357 2.3450
H -0.0882 -3.9267 2.0130
H -1.3030 -2.8136 2.6804
H -2.1057 -4.0967 -0.0007
H -2.1949 -1.6618 -3.6118
O -1.6509 -0.0900 2.5336
S -2.0134 0.9770 1.6162
N -1.0870 1.3042 0.4688
C 3.2481 3.7579 0.5727
C 2.2559 2.9482 -0.2401
C 2.8140 2.5155 -1.5825
C 0.9210 3.6435 -0.3714
O 2.0060 1.7074 0.5877
Si 3.0872 0.6539 1.3839
O 2.0044 -0.6170 1.2299
O 4.4225 0.5538 0.5284
C 5.7334 -0.0156 0.8620
C 6.5023 1.0399 1.6386
C 6.3882 -0.3224 -0.4708
C 5.5237 -1.2777 1.6853
O 3.3274 1.0278 2.9121
C 2.5638 1.3893 4.0934
C 1.0887 1.5327 3.7491
C 2.7798 0.2681 5.0985
C 3.1460 2.6987 4.5916
H 3.4833 4.6799 0.0400
H 4.1811 3.2102 0.7104
H 2.8281 4.0237 1.5428
H 2.9682 3.4033 -2.1969
H 2.1018 1.8721 -2.0993
H 3.7671 2.0027 -1.4675
H 1.0720 4.5924 -0.8863
H 0.4890 3.8503 0.6080
H 0.2224 3.0487 -0.9560
H 6.6164 1.9429 1.0381
H 7.4966 0.6692 1.8880
H 5.9823 1.2872 2.5645
H 6.4785 0.5862 -1.0660
H 5.8002 -1.0524 -1.0268
H 7.3869 -0.7295 -0.3127
H 5.0409 -1.0427 2.6364
H 6.4832 -1.7447 1.9063
H 4.9126 -1.9943 1.1341
H 0.6848 0.5882 3.3788
H 0.9325 2.3207 3.0079
H 0.5281 1.7968 4.6461
H 2.3884 -0.6723 4.7080
H 2.2697 0.4949 6.0349
H 3.8431 0.1474 5.3043
H 3.0142 3.4895 3.8521
H 4.2102 2.5852 4.7962
H 2.6469 3.0014 5.5123
*
```

Output
* LUMO: -5.61 eV
* HOMO energy: -13.397 eV
* Kohn-Sham gap: 7.8 eV
* ΔE to the lowest compared entry with this formula, charge and spin: 0.0 kJ/mol


Number 1: maximum force 4.80 eV/A. Number 2: maximum force 0.47 eV/A. Number 3: maximum force 0.38 eV/A. Number 4: maximum force 0.68 eV/A.